# 1
{
  "formula": "C6H6O2",
  "method": "the ωB97M-V functional and the def2-TZVPD basis",
  "gap_ev": 10.4,
  "de_lowest_ev": 5.666,
  "symbols": ["O", "O", "C", "C", "C", "C", "C", "C", "H", "H", "H", "H", "H", "H"],
  "positions_angstrom": [[-0.240, -0.446, -2.268], [0.550, 1.376, 0.015], [-0.795, 0.152, 1.177], [-0.078, -0.049, -1.238], [-0.358, -1.344, 1.235], [0.956, -0.025, -0.182], [0.617, -0.332, 1.178], [-0.748, 0.784, -0.096], [1.324, -0.243, 1.833], [-0.290, -1.998, 2.077], [-1.396, 0.446, 1.966], [2.151, -0.146, -0.146], [-1.461, 1.516, -0.405], [-0.374, -2.131, 0.249]],
  "forces_ev_per_a": [[-1.154, -2.308, -7.731], [1.278, 2.373, -2.930], [-0.269, -4.435, 1.353], [-0.224, 0.782, 9.243], [-1.299, -4.536, -3.065], [8.243, 2.296, 0.464], [-3.269, -2.357, -1.718], [-1.808, 3.024, -3.160], [3.786, 0.848, 3.870], [-1.014, 0.183, 0.942], [-0.673, 0.975, 1.415], [-2.323, 0.276, -1.411], [-0.863, 0.444, 0.181], [-0.411, 2.435, 2.548]]
}


# 2
{
  "formula": "C6H6O2Y",
  "method": "the ωB97M-V functional and the def2-TZVPD basis",
  "gap_ev": [3.9, 3.9],
  "charge": 3,
  "symbols": ["Y", "O", "O", "C", "C", "C", "C", "C", "C", "H", "H", "H", "H", "H", "H"],
  "positions_angstrom": [[3.382, 1.805, -0.507], [1.240, 1.121, -1.065], [3.101, 0.398, 1.386], [0.056, 1.264, -0.737], [-0.336, -1.179, 0.135], [2.418, -0.273, 2.028], [-0.488, -2.018, -0.894], [-0.713, 0.343, 0.101], [-1.908, 0.788, 0.555], [-0.266, -3.079, -0.773], [-0.359, -1.634, 1.132], [-2.333, 1.720, 0.180], [-0.307, 2.306, -0.786], [-2.593, 0.140, 1.102], [-0.894, -1.702, -1.857]],
  "forces_ev_per_a": [[-3.080, -1.597, -0.621], [6.327, 0.413, -0.271], [0.187, 0.616, -0.701], [-3.705, 0.769, 3.641], [-1.052, 1.041, 0.871], [-0.087, -0.331, 0.362], [0.013, 0.495, -0.232], [1.391, -1.928, -2.406], [-0.928, 0.114, -0.862], [-0.276, 0.224, 0.059], [0.709, 0.298, -0.106], [0.194, 0.149, 0.469], [-0.479, -0.405, -0.529], [0.296, 0.165, 0.288], [0.490, -0.023, 0.039]]
}


# 3
{
  "formula": "C6H6O3",
  "method": "the ωB97M-V functional and the def2-TZVPD basis",
  "gap_ev": 8.3,
  "de_lowest_ev": 3.468,
  "smiles": "C/C(O)=C\\C=C1\\OC1=O",
  "symbols": ["O", "O", "O", "C", "C", "C", "C", "C", "C", "H", "H", "H", "H", "H", "H"],
  "positions_angstrom": [[-1.531, 0.380, -1.244], [3.564, -0.403, 0.242], [2.561, 1.691, -0.602], [-0.036, 0.888, 0.546], [-0.424, -0.040, -0.602], [2.251, -0.774, -0.280], [2.670, 0.525, -0.337], [0.021, -1.325, -0.653], [1.279, -1.706, -0.163], [-0.669, 0.852, 1.399], [1.420, -2.643, 0.163], [-0.560, -2.057, -1.173], [0.862, 0.759, 1.112], [0.082, 1.886, 0.316], [-1.494, 1.344, -0.997]],
  "forces_ev_per_a": [[0.447, 1.709, 0.317], [-0.545, 0.585, -0.284], [0.811, -1.652, 0.644], [0.573, -1.141, 0.328], [0.397, -1.243, 2.396], [-0.867, -1.952, 0.884], [0.344, 1.831, -1.036], [-1.786, 1.544, -1.018], [1.986, 3.802, -0.876], [-1.760, -0.314, 0.212], [0.874, -3.224, 1.200], [-0.309, -0.245, -0.478], [0.908, -0.925, -0.349], [-0.140, 2.373, -1.159], [-0.933, -1.149, -0.781]]
}


# 4
{
  "formula": "C6H6O3S",
  "method": "the ωB97M-V functional and the def2-TZVPD basis",
  "gap_ev": [7.7, 7.7],
  "de_lowest_ev": 1.661,
  "smiles": "S=Cc1ccco1.O=CO",
  "symbols": ["S", "O", "O", "O", "C", "C", "C", "C", "C", "C", "H", "H", "H", "H", "H", "H"],
  "positions_angstrom": [[1.711, 2.300, -0.697], [2.034, -0.703, -0.905], [2.219, -0.742, 1.362], [-1.284, -0.240, -1.160], [-0.548, 0.574, 0.823], [-1.774, -0.099, 1.034], [1.946, -1.329, 0.119], [0.701, 1.152, -1.285], [-0.351, 0.591, -0.535], [-2.167, -0.514, -0.230], [2.647, 0.080, 1.201], [0.635, 1.037, -2.370], [0.148, 0.871, 1.571], [-2.211, -0.222, 2.120], [1.458, -2.300, 0.275], [-3.085, -1.174, -0.537]],
  "forces_ev_per_a": [[-0.034, -0.212, -0.056], [0.938, -2.068, 0.619], [-0.647, -2.736, -1.262], [0.556, 1.883, -0.138], [-0.770, -0.339, -0.805], [-0.595, -0.325, 1.550], [-0.497, 2.187, 1.157], [-0.359, 2.031, -0.834], [0.467, -1.126, 0.607], [-2.941, -2.526, 1.580], [0.606, 1.520, -0.421], [0.221, -0.472, 0.222], [0.114, 0.665, 0.182], [0.521, -0.009, -2.822], [0.363, -0.027, -0.119], [2.057, 1.553, 0.539]]
}


# 5
{
  "formula": "C6H6OS",
  "method": "the ωB97M-V functional and the def2-TZVPD basis",
  "gap_ev": 9.5,
  "de_lowest_ev": 3.750,
  "smiles": "C#C[C@@]12CSC[C@@H]1O2",
  "symbols": ["S", "O", "C", "C", "C", "C", "C", "C", "H", "H", "H", "H", "H", "H"],
  "positions_angstrom": [[-1.741, -0.258, -1.481], [-0.735, 0.543, 1.174], [0.177, 0.487, 0.145], [2.662, 0.952, 0.898], [-1.360, -1.419, -0.207], [-0.353, -0.782, 0.647], [-0.517, 1.061, -1.058], [1.536, 0.676, 0.533], [-0.701, -2.223, -0.637], [-2.174, -2.113, 0.360], [0.363, -1.415, 1.373], [0.104, 1.345, -2.104], [-1.047, 1.986, -0.714], [3.785, 1.158, 1.072]],
  "forces_ev_per_a": [[-1.125, 0.825, -1.002], [-0.520, -1.241, 1.732], [0.675, -0.299, -0.719], [1.357, -0.050, -0.437], [0.434, -3.787, 0.850], [0.895, 0.041, 2.818], [0.813, 0.884, -2.876], [2.576, 1.725, 0.278], [-0.774, 0.339, -0.119], [1.315, 2.433, -1.318], [-1.929, 1.441, -1.713], [-1.360, -0.992, 3.150], [0.439, -0.803, -0.431], [-2.796, -0.518, -0.213]]
}


# 6
{
  "formula": "C6H6S",
  "method": "the ωB97M-V functional and the def2-TZVPD basis",
  "gap_ev": 8.4,
  "de_lowest_ev": 5.159,
  "symbols": ["S", "C", "C", "C", "C", "C", "C", "H", "H", "H", "H", "H", "H"],
  "positions_angstrom": [[-2.295, -1.886, -0.125], [-1.228, -2.801, -1.831], [0.668, -0.230, 1.180], [-0.757, -1.146, -0.742], [-2.258, -3.276, -1.209], [-0.275, -1.860, -1.804], [-0.194, 0.066, -0.102], [0.390, 0.527, -0.998], [1.294, -1.054, 0.940], [1.430, 0.544, 1.410], [-1.029, 0.878, 0.130], [0.595, -1.869, -2.535], [-0.042, -0.552, 1.990]],
  "forces_ev_per_a": [[1.509, -0.165, -0.976], [-4.050, -3.354, 1.081], [-0.876, 0.368, -0.714], [-0.706, 0.761, 1.090], [1.395, 0.880, -1.176], [2.384, 0.694, -1.156], [0.086, 2.723, -0.823], [-0.467, -0.384, 1.894], [0.393, -1.141, -0.143], [-1.144, 0.032, 0.277], [1.567, -1.795, -0.416], [-1.120, 0.719, 1.499], [1.029, 0.661, -0.438]]
}


no.,calculated total energy (Eh),M (u)
1,-382.47751,110.11
2,-419.68373,199.02
3,-457.80965,126.11
4,-856.06360,158.18
5,-705.48844,126.18
6,-630.22324,110.18